P | Density functional theory data (wB97M-V/def2-TZVPD) for one molecule with the formula C4H9N7.

Computed properties:
SMILES: [H]/N=C(/N)NCCc1nnn[nH]1

```
! wB97M-V def2-TZVPD RIJCOSX def2/J DEFGRID3
* xyz 0 1
C 2.04081 0.75250 0.26116
C 0.57437 -0.97215 -0.81845
C -0.93164 -0.97180 -1.04251
C -1.65750 -0.28277 0.08476
H 2.35007 0.60399 2.23108
H 0.85377 0.04481 1.75812
H 3.16672 1.83958 -0.81327
H 1.45027 0.65669 -1.67195
H 0.74768 -1.47749 0.15509
H 1.04991 -1.56464 -1.61404
H -1.13472 -0.40097 -1.95977
H -1.27058 -2.00482 -1.19274
H -3.52892 0.37610 -0.78237
N 1.81274 0.15455 1.47709
N 2.99756 1.58310 0.16058
N 1.17062 0.32301 -0.76175
N -1.27822 -0.13818 1.33771
N -2.28016 0.48854 1.98871
N -3.25328 0.73350 1.21793
N -2.87948 0.25645 -0.01538
*
```

Here are the natural (NBO) charges for atoms 1 to 2, given in e: 0.586, -0.216



Q | Density functional theory data (wB97M-V/def2-TZVPD) for one molecule with the formula C4H9N7.

```
! wB97M-V def2-TZVPD RIJCOSX def2/J DEFGRID3
* xyz 0 1
C 1.33754 0.08459 -0.14571
C -0.27742 0.25856 -0.40342
C 1.46717 -0.52103 1.24430
C 1.97865 -0.74710 -1.26443
N 1.78193 1.44782 -0.01838
N -0.95328 -0.76278 -0.82438
N 0.81667 2.18906 -0.09863
N -2.24332 -0.89559 -0.75108
N -0.40955 1.59391 -0.34898
N -2.57146 0.63312 0.91941
N -2.95812 -0.27538 0.11938
H 2.45231 -0.49230 1.72121
H 1.17014 -1.57358 1.06522
H 0.52226 -0.07362 1.80237
H 2.76213 -0.14106 -1.76932
H 1.26129 -0.96154 -2.03274
H 2.42496 -1.65227 -0.87433
H -1.31187 1.97781 -0.11597
H -3.34234 0.65723 1.62725
H -3.90768 -0.74583 0.14824
*
```

Here are the natural (NBO) charges for atoms 1 to 2, given in e: 0.009, 0.432



Most stable: P. Least stable: Q.



P | Density functional theory data (wB97M-V/def2-TZVPD) for an isolated ion of composition C2H6N3S2 and charge +1.

```
! wB97M-V def2-TZVPD RIJCOSX def2/J DEFGRID3
* xyz 1 1
C 1.02441 0.79054 0.27484
C -1.34169 0.19738 0.08021
N -0.14697 -0.09659 0.18223
N 2.08634 0.13485 -0.07257
N 2.16467 -1.19532 0.05164
S -2.35969 -1.19107 -0.11867
S -2.31292 1.80518 -0.10845
H 0.87855 1.83376 0.47295
H 2.92913 0.62925 -0.20896
H 2.77685 -1.64521 -0.52702
H 1.35052 -1.68481 0.27638
H -3.55482 -0.64131 0.00105
H -3.49438 1.06334 -0.30362
*
```

Here are the natural (NBO) charges for atoms 1 to 2, given in e: 0.307, 0.085



Q | Density functional theory data (wB97M-V/def2-TZVPD) for a 2-piece molecular cluster, C2H6N3S2 overall.

```
! wB97M-V def2-TZVPD RIJCOSX def2/J DEFGRID3
* xyz 1 1
C -0.84417 1.55761 -0.23850
C 0.21903 1.24295 0.76573
N -0.32441 -2.23808 -0.24783
N -0.12076 -3.34777 -0.43655
N 0.65687 0.09714 1.12031
S 0.22410 -4.69232 -1.03187
S 0.34497 1.92049 -1.61516
H -1.72894 0.90790 -0.44257
H -1.27825 2.57070 0.06765
H 0.65528 2.15824 1.23806
H 0.34490 -0.85424 0.79149
H 1.45316 0.16403 1.79368
H 0.39822 0.51334 -1.76444
*
```

Here are the natural (NBO) charges for atoms 1 to 2, given in e: -0.608, 0.262



Most stable: Q. Least stable: P.



P | Density functional theory data (wB97M-V/def2-TZVPD) for an isolated ion of composition C6H14N3O and charge +1.

Computed properties:
SMILES: C/N=C(\[O-])C[N@H+](C)/C=[NH+]/C

```
! wB97M-V def2-TZVPD RIJCOSX def2/J DEFGRID3
* xyz 1 1
C 2.45807 0.05412 0.00770
C 1.72071 1.41856 0.25762
C -0.34104 0.15360 0.24836
C 1.82196 -2.30847 0.01094
C -2.11366 -1.50850 0.00380
C -0.44254 2.55739 -0.00212
N 1.64035 -0.93149 0.31414
N -1.20634 -0.50932 -0.51368
N 0.33781 1.32675 -0.27950
O 3.60962 0.01883 -0.35615
H 1.67633 1.59632 1.33246
H 2.27032 2.22606 -0.22396
H -0.48156 0.14286 1.31894
H 1.09367 -2.64652 -0.73342
H 2.82606 -2.44776 -0.40150
H 1.71163 -2.90529 0.91795
H -2.00188 -2.44174 -0.54634
H -1.91013 -1.69151 1.05539
H -3.14496 -1.16405 -0.10624
H -0.48778 2.71772 1.07433
H 0.04206 3.41677 -0.46198
H -1.45529 2.46515 -0.39338
H -1.10004 -0.50602 -1.52034
H 0.41819 1.21426 -1.29915
*
```

Here are the natural (NBO) charges for atoms 1 to 2, given in e: 0.601, -0.313



Q | Density functional theory data (wB97M-V/def2-TZVPD) for C6H14N3O as an isolated structure.

```
! wB97M-V def2-TZVPD RIJCOSX def2/J DEFGRID3
* xyz 1 1
C -0.48076 0.73170 0.49765
C 1.97343 0.07106 0.10195
C 2.93443 -1.08584 0.41659
C 1.73442 0.34679 -1.38176
C -3.54941 -0.92846 -0.41112
C -2.93574 0.30942 0.03082
N 0.71184 0.02453 1.03397
N -1.62524 -0.02413 0.67168
N 2.03462 1.32191 1.00928
O -0.31390 1.86114 0.11434
H 3.30307 -1.11944 1.51619
H 3.78795 -0.94585 -0.27638
H 2.34910 -2.01655 0.15303
H 0.92252 -0.13553 -1.79826
H 2.66326 0.05293 -1.89898
H 1.63990 1.45141 -1.55187
H -4.27065 -0.89939 -1.24750
H -2.79117 -1.47313 -1.02738
H -4.04451 -1.60676 0.35454
H -2.55179 0.84414 -0.81768
H -3.49262 0.94081 0.74893
H -1.58588 -0.96766 0.90909
H 2.32723 1.24118 1.98150
H 1.25989 2.00573 0.87136
*
```

Here are the natural (NBO) charges for atoms 1 to 2, given in e: 0.739, 0.318



Most stable: P. Least stable: Q.



P | Density functional theory data (wB97M-V/def2-TZVPD) for one molecule with the formula C4H9ISi.

Computed properties:
SMILES: C=CCC[SiH2]I

```
! wB97M-V def2-TZVPD RIJCOSX def2/J DEFGRID3
* xyz 0 1
C 0.65183 -0.92271 -0.32130
C -0.84531 -1.07394 0.11473
C 1.75328 1.30723 0.27529
C 1.43481 0.03259 0.52495
Si -1.63527 0.52817 -0.38824
I -4.01320 0.01451 0.04109
H 1.08420 -1.94231 -0.03960
H 0.72516 -0.75199 -1.39635
H -1.24857 -1.99574 -0.32199
H -0.90973 -1.15511 1.20649
H 2.47329 1.75922 0.89028
H 1.38308 1.95788 -0.67126
H 1.85869 -0.43704 1.44172
H -1.65672 0.88919 -1.70625
H -1.05556 1.79006 0.35045
*
```

Here are the natural (NBO) charges for atoms 1 to 2, given in e: -0.461, -0.869



Q | Density functional theory data (wB97M-V/def2-TZVPD) for one molecule with the formula C4H9ISi.

Computed properties:
SMILES: C=C[Si](C)(C)I

```
! wB97M-V def2-TZVPD RIJCOSX def2/J DEFGRID3
* xyz 0 1
C -0.76793 -2.23206 -0.88213
C -1.14677 -0.91925 -0.86107
C 1.70793 0.06673 0.08054
C -0.64667 1.51690 1.27321
Si 0.01473 0.68525 -0.42918
I 0.11904 2.39578 -2.14469
H -1.35730 -3.02710 -0.93297
H 0.29487 -2.52859 -0.83852
H -2.14540 -0.67495 -0.96450
H 1.96316 -1.02187 -0.26381
H 2.61811 0.69629 -0.16418
H 1.58799 0.08932 1.19948
H 0.11468 1.24306 1.95802
H -0.75727 2.60043 1.23972
H -1.59919 1.11006 1.73009
*
```

Here are the natural (NBO) charges for atoms 1 to 2, given in e: -0.338, -0.566



Most stable: Q. Least stable: P.



P | Density functional theory data (wB97M-V/def2-TZVPD) for one molecule with the formula C4H8P2.

Computed properties:
SMILES: C=C(C)C1[PH]#[PH]1

```
! wB97M-V def2-TZVPD RIJCOSX def2/J DEFGRID3
* xyz 0 1
C -1.17502 0.04462 -0.54962
C 0.24433 -0.28990 0.08054
C 1.19713 0.72340 -0.22721
C 0.59777 -1.23763 0.99810
P -2.68887 -0.93737 -0.13109
P -2.31878 1.04875 0.37361
H -0.88905 0.17752 -1.61067
H 2.21893 0.35554 -0.15114
H 1.00372 1.16750 -1.30699
H 1.07640 1.79709 0.15209
H 1.57861 -1.29854 1.54401
H -0.12128 -2.07242 1.21726
H -3.50692 -0.25307 -1.23504
H -1.60898 0.75684 1.65724
*
```

Here are the natural (NBO) charges for atoms 1 to 2, given in e: -0.825, 0.011



Q | Density functional theory data (wB97M-V/def2-TZVPD) for a 2-piece molecular cluster, C4H8P2 overall.

```
! wB97M-V def2-TZVPD RIJCOSX def2/J DEFGRID3
* xyz 0 1
C 0.91904 -1.01104 0.80835
C -0.37305 -1.19651 1.47814
C -0.29306 -0.37957 0.25591
C -0.35486 1.09392 0.15789
P -0.69717 1.98781 -3.48190
P 0.31219 0.50474 -4.08333
H 1.58170 -0.16455 1.32413
H 1.62291 -1.79737 0.52851
H -0.69000 -2.26740 1.28075
H -0.31785 -1.00453 2.55999
H -0.72507 -0.83915 -0.65493
H -1.42802 1.62115 0.15274
H -0.03299 1.49707 -0.87986
H 0.47623 1.95543 0.55363
*
```

Here are the natural (NBO) charges for atoms 1 to 2, given in e: -0.408, -0.435



Most stable: P. Least stable: Q.



P | Density functional theory data (wB97M-V/def2-TZVPD) for a 2-piece molecular cluster, C9H15N2S overall.

```
! wB97M-V def2-TZVPD RIJCOSX def2/J DEFGRID3
* xyz 1 1
C 2.02196 -1.18747 1.86508
C 0.69174 -1.29174 1.01860
C 2.02541 0.21708 2.42624
C 1.93192 1.36182 1.45187
C 1.85626 0.15154 -1.03316
C 1.23200 1.10802 0.13897
C 0.88257 -0.21392 -0.06839
C -3.79385 -0.34716 -1.22144
C -2.73534 -0.07064 -2.25441
N 1.96783 0.31583 3.65318
N -3.13308 -0.08277 -3.47062
S -1.02927 -0.08795 -1.91628
H 2.94849 -1.26602 1.17833
H 0.43103 -2.18460 0.40680
H 1.47866 2.24951 1.84894
H 2.94682 1.65479 1.32399
H 1.60155 0.48005 -1.94282
H 2.85528 -0.27567 -0.83989
H 0.81634 2.01525 -0.31640
H -3.36713 -0.53206 -0.22857
H -4.36812 0.68890 -1.07826
H -4.52086 -1.05263 -1.49987
H 1.80644 1.26061 3.96423
H -0.08307 -0.90668 1.73178
H -2.48679 0.25394 -4.09019
H -3.92559 -0.51724 -3.87908
H 1.94881 -1.74078 2.83138
*
```

Here are the natural (NBO) charges for atoms 1 to 2, given in e: -0.451, -0.485



Q | Density functional theory data (wB97M-V/def2-TZVPD) for an isolated ion of composition C9H15N2S and charge +1.

Computed properties:
SMILES: CS[C@]12C(C)=[NH+]C(C)=N[C@H]1[C@H]2C

```
! wB97M-V def2-TZVPD RIJCOSX def2/J DEFGRID3
* xyz 1 1
C -0.64813 0.91180 1.17251
C -1.12286 0.23306 -0.15201
C 0.28531 -0.58723 -0.76540
C 1.54593 0.18656 1.12910
C -1.03572 1.73505 -0.04516
C 0.03389 -1.40350 -1.92791
C 2.89998 0.06312 1.76787
C -0.08619 2.53800 -0.90832
C -2.62937 -1.99100 0.29307
N 0.54164 0.67296 1.75513
N 1.39861 -0.49698 -0.13956
S -2.70876 -0.43651 -0.69122
H -1.39663 0.88822 2.05293
H -2.07496 2.10534 0.01009
H 0.10715 -0.85164 -2.92379
H -0.84854 -1.88908 -1.93042
H 0.81355 -2.19997 -2.03065
H 2.76826 0.03661 2.80547
H 3.60417 0.81890 1.48215
H 3.43539 -0.89202 1.54486
H -0.21349 2.40925 -1.91986
H 0.97873 2.17572 -0.57906
H -0.18495 3.54453 -0.84926
H -2.61888 -2.77643 -0.39736
H -3.43526 -1.96283 0.93538
H -1.63958 -2.00046 0.78377
H 2.23073 -0.83145 -0.47235
*
```

Here are the natural (NBO) charges for atoms 1 to 2, given in e: -0.081, -0.226



R | Density functional theory data (wB97M-V/def2-TZVPD) for an isolated ion of composition C9H15N2S and charge +1.

Computed properties:
SMILES: CC(=C=[N+](C)C)C1=C([S-])[N+]1(C)C

```
! wB97M-V def2-TZVPD RIJCOSX def2/J DEFGRID3
* xyz 1 1
C 0.29613 -0.10974 0.07243
C 1.30588 0.04434 -0.90028
C 0.24880 0.00689 1.44645
C 2.52995 0.09657 -1.54302
C -1.13752 0.13570 -0.48846
C 1.20111 2.25010 -2.02758
C 0.65546 0.17176 -3.25150
C -0.16900 -0.33987 3.84957
C -0.30043 -2.16146 2.28178
N 1.27924 0.77933 -2.11714
N -0.09557 -0.72957 2.43388
S 4.07825 0.08563 -1.81667
H -1.67928 0.91703 0.10810
H -1.56538 -0.75874 -0.50406
H -1.21476 0.62996 -1.48136
H 0.49905 2.56648 -1.28575
H 2.27646 2.67515 -1.80749
H 0.96896 2.61147 -3.04657
H 1.11927 0.74695 -4.19507
H 0.82846 -0.85712 -3.38493
H -0.47896 0.27034 -3.31808
H -0.99621 -0.67522 4.32629
H -0.04130 0.73787 3.93504
H 0.70930 -0.72189 4.31427
H -0.37539 -2.50400 1.30453
H -1.27094 -2.34215 2.80872
H 0.46312 -2.79529 2.81886
*
```

Here are the natural (NBO) charges for atoms 1 to 2, given in e: -0.025, -0.048



Most stable: Q. Least stable: R.